[1]
ORCA calculation (ωB97M-V/def2-TZVPD) on a 11-piece molecular cluster, C20H51BBrN11O27PS overall.

Last column: Mulliken charge in e.
Positions of all 113 atoms, in Å:
Br -2.010 -2.330 -2.756  -0.304
S -1.283 -1.413 2.985  -0.414
P -0.319 -1.895 1.343  0.096
O -1.088 3.677 8.085  -0.547
O -0.258 0.220 -0.071  -0.791
O 0.466 -5.730 -2.406  -0.506
O 1.563 4.113 0.963  -0.426
O 6.439 -3.297 -2.596  -0.474
O -2.890 -0.895 6.472  -0.493
O 5.223 4.243 -0.317  -0.544
O -5.347 0.715 -1.351  -0.598
O -4.770 -1.431 -1.490  -0.468
O -7.489 2.369 -5.816  -0.550
O -0.387 -6.722 -0.699  -0.507
O -2.079 4.808 -8.448  -0.542
O -0.391 -3.495 1.132  -0.470
O -3.259 -7.487 0.270  -0.507
O -3.734 -6.528 2.142  -0.541
O -2.094 4.252 6.275  -0.533
O 4.450 4.657 1.649  -0.549
O -0.984 8.913 7.783  -0.527
O 1.233 -1.611 1.509  -0.466
O 7.435 -1.387 -2.686  -0.473
O -1.234 2.908 -7.881  -0.515
O 1.721 4.844 -1.063  -0.535
O -1.877 -1.492 8.277  -0.550
O 0.024 8.315 9.588  -0.541
O -5.479 1.739 -6.231  -0.570
O 0.138 -0.566 -2.229  -0.675
O 3.113 -0.097 -2.845  -0.403
N -2.354 -1.716 7.181  0.914
N 1.820 -2.526 -1.173  -0.227
N -1.564 3.431 6.991  0.937
N -2.140 3.605 -8.278  0.884
N -0.458 8.084 8.497  0.864
N 7.178 -2.490 -3.118  0.837
N -6.390 1.993 -5.466  0.902
N 5.070 3.979 0.854  0.981
N -3.109 -7.312 1.460  0.919
N 1.639 4.996 0.138  0.932
N -0.405 -6.366 -1.863  0.909
C 1.730 1.354 -1.352  0.412
C -4.468 -0.103 -1.322  -0.064
C -0.393 6.676 8.015  -0.709
C -2.043 -8.120 2.112  -0.727
C -0.924 -1.008 -0.185  1.386
C -0.448 -1.575 -1.621  0.396
C 0.487 -2.812 -1.677  -2.019
C 1.646 6.388 0.662  -0.830
C -3.036 0.225 -1.020  -0.013
C -1.607 -6.734 -2.659  -0.791
C 7.810 -2.898 -4.403  -0.789
C 5.674 2.724 1.377  -0.802
C 4.429 -0.293 -2.405  0.021
C 4.540 -0.553 -0.904  -0.106
C -1.481 2.022 6.521  -0.750
C -2.411 -0.674 0.064  -1.254
C 2.585 1.208 -2.600  -0.795
C -3.427 2.926 -8.594  -0.558
C -2.255 -3.107 6.660  -0.739
C -6.141 1.822 -4.008  -0.654
B 0.263 0.695 -1.403  1.406
H 4.861 2.118 1.764  0.282
H 0.539 -3.041 -2.742  0.915
H -2.770 -3.751 7.366  0.295
H 1.382 -1.464 2.454  0.300
H -2.296 -9.165 1.965  0.299
H -3.784 2.441 -7.691  0.206
H -2.469 -6.295 -2.167  0.291
H -2.401 -0.113 0.996  0.520
H -2.708 -3.130 5.676  0.312
H 8.434 -2.083 -4.748  0.315
H 0.720 6.530 1.211  0.294
H -5.873 0.787 -3.835  0.220
H -7.046 2.085 -3.478  0.289
H 1.573 2.433 -1.219  -0.340
H -4.605 -1.689 -2.406  0.256
H 4.576 0.381 -0.340  -0.180
H -1.937 1.958 5.540  0.321
H -3.025 -1.562 0.243  0.531
H 0.656 6.401 7.976  0.282
H 6.184 2.228 0.560  0.320
H -0.429 1.758 6.488  0.264
H 4.801 -1.173 -2.940  -0.075
H -2.010 -7.856 3.162  0.293
H 2.263 1.012 -0.454  0.000
H -1.318 -3.756 1.235  0.302
H 2.503 6.467 1.323  0.253
H 3.646 -1.086 -0.571  -0.099
H -2.007 1.405 7.243  0.311
H 6.357 3.005 2.173  0.303
H -0.577 1.519 -1.839  -0.441
H -1.481 -6.351 -3.664  0.324
H 2.515 -2.812 -1.849  0.255
H -1.677 -7.818 -2.649  0.277
H 1.722 7.067 -0.179  0.314
H 0.028 -3.674 -1.198  0.205
H -2.438 0.199 -1.935  0.198
H 5.422 -1.152 -0.669  0.368
H 2.006 1.499 -3.484  0.355
H 3.432 1.912 -2.544  0.339
H -1.199 -3.356 6.614  0.263
H 8.390 -3.795 -4.206  0.281
H -3.040 1.266 -0.697  0.369
H -1.114 -7.877 1.603  0.275
H -0.860 6.624 7.040  0.326
H -0.918 6.057 8.732  0.295
H -5.314 2.472 -3.738  0.317
H 5.073 0.554 -2.689  0.359
H 2.008 -3.068 -0.339  0.235
H -3.217 2.190 -9.363  0.265
H 7.006 -3.112 -5.100  0.307
H -4.126 3.678 -8.942  0.285

Properties
Highest occupied orbital energy (eV): -4.96
Net charge: -1
Calculated total energy (hartree): -6764.1158

[2]
ORCA calculation (ωB97M-V/def2-TZVPD) on a 2-piece molecular cluster, C5H14N3 overall.

Last column: natural (NBO) charge in e.
Positions of all 22 atoms, in Å:
N -0.160 2.343 1.371  -0.841
N -1.380 0.472 2.186  -0.727
N -0.919 1.491 -0.595  -0.765
C 1.104 -0.003 -2.377  -0.666
C 0.532 -2.500 0.660  -0.645
C -0.623 1.128 0.858  0.765
C 0.210 -1.477 -0.414  -0.198
C 1.120 -1.123 -1.352  -0.102
H 2.023 -1.741 -1.386  0.203
H 1.183 -0.412 -3.390  0.250
H 1.484 -2.947 0.379  0.233
H -0.195 2.221 -0.648  0.412
H -1.488 -0.496 1.819  0.388
H -0.995 2.891 1.551  0.434
H 1.975 0.638 -2.191  0.230
H 0.168 0.553 -2.330  0.221
H -2.321 0.788 1.905  0.384
H 0.326 2.182 2.241  0.412
H -0.247 -3.250 0.837  0.233
H -0.675 -0.826 -0.294  0.168
H -1.795 1.987 -0.399  0.404
H 0.673 -1.919 1.568  0.207

Properties
Highest occupied orbital energy (eV): -12.82
Energy relative to the best compared isomer or geometry (same formula, charge and spin) (kcal per mole): 160.8
Net charge: +1
Calculated total energy (hartree): -362.7230

[3]
ORCA calculation (ωB97M-V/def2-TZVPD) on C20H36CaCsF6LiMgN4O12PS2 as an isolated structure.

Last column: Mulliken charge in e.
Positions of all 85 atoms, in Å:
Cs -10.606 0.056 4.767  0.909
Ca -5.178 -2.725 -0.176  1.714
S -8.979 -2.630 3.028  1.139
S -3.165 -4.123 6.512  1.177
P 4.765 5.890 -3.251  1.006
Mg 0.356 -3.057 -1.954  0.372
F 3.483 6.924 -3.202  -0.335
F 3.735 4.862 -4.058  -0.351
F 5.632 5.524 -4.607  -0.338
F 4.107 5.233 -1.864  -0.315
F 5.516 7.352 -3.315  -0.314
F 6.099 5.392 -2.410  -0.338
O -7.670 -2.633 2.338  -0.595
O -3.568 -3.710 -0.412  -0.748
O -9.243 -1.273 3.586  -0.716
O -1.989 -3.185 5.962  -0.247
O -1.442 -3.371 -0.688  -0.473
O -10.038 -2.976 2.071  -0.603
O -3.907 -4.626 5.395  -0.573
O 6.380 1.322 -4.948  -0.189
O -3.222 3.955 -0.964  -0.534
O -8.960 -3.608 4.120  -0.566
O -2.200 -3.896 1.243  -0.489
O -2.625 -5.006 7.498  -0.632
N -0.233 1.486 -1.806  -0.446
N -2.374 -3.673 0.078  0.934
N -0.963 0.175 0.716  -0.357
N 3.870 -1.541 -0.606  -0.709
C -2.300 4.033 1.279  -0.620
C -2.008 0.268 -2.844  -0.777
C 1.577 2.605 -0.637  -1.291
C -3.379 -1.359 -1.645  -0.194
C 8.359 0.183 -5.267  -0.940
C -3.038 -0.662 -2.861  -1.369
C 4.684 0.523 -1.878  -0.504
C -1.013 -4.413 4.088  -0.880
C -0.801 -3.826 5.470  -0.446
C -2.651 -1.015 -0.483  0.372
C 6.786 0.261 -5.551  0.061
C -4.108 -2.863 7.305  -0.939
C -1.252 0.590 -1.659  -0.120
C 3.640 1.662 -1.899  -0.148
C 0.025 1.027 0.615  -0.937
C 2.850 1.685 -0.573  -0.172
C 0.381 1.671 -0.648  1.536
C -1.606 -0.063 -0.470  -0.071
C 4.085 -0.908 -1.944  -0.035
C -3.552 4.018 0.422  -0.254
Li -0.067 -0.799 -3.903  0.546
H 0.604 1.248 1.510  0.453
H -1.716 -5.246 4.120  0.292
H 2.858 -1.590 -0.496  0.123
H 3.499 1.944 0.272  0.447
H -4.353 -2.096 6.575  0.307
H 5.350 0.648 -2.753  -0.110
H -0.071 -4.779 3.679  0.443
H 6.376 -0.714 -5.222  0.198
H 8.743 -0.708 -5.766  0.354
H -1.750 0.777 -3.781  0.909
H -5.017 -3.326 7.682  0.379
H -1.709 3.130 1.104  -0.035
H 2.517 0.647 -0.383  -0.086
H -3.575 -0.913 -3.774  0.433
H -4.183 3.157 0.676  0.195
H 1.541 3.151 0.317  0.302
H -0.459 -4.587 6.174  0.342
H 4.767 -1.576 -2.490  0.268
H -4.134 4.925 0.577  0.335
H -4.164 -2.133 -1.599  0.268
H 4.208 2.611 -1.925  -0.002
H -2.716 3.150 -1.108  0.253
H 8.562 0.102 -4.202  0.338
H 4.143 -0.865 0.102  0.362
H -3.525 -2.452 8.124  0.328
H 1.575 3.285 -1.492  0.563
H -2.866 -1.515 0.465  0.600
H 2.985 1.650 -2.782  0.288
H -0.033 -3.056 5.430  0.288
H -1.427 -3.666 3.415  0.201
H 5.310 0.639 -0.979  0.428
H -1.670 4.885 1.021  0.276
H 8.874 1.054 -5.663  0.339
H 3.126 -0.844 -2.489  0.001
H -2.550 4.088 2.339  0.382
H 6.686 0.220 -6.654  0.336

Properties
Highest occupied orbital energy (eV): -9.42
Net charge: +1
Calculated total energy (hartree): -4547.2685

[4]
ORCA calculation (ωB97M-V/def2-TZVPD) on one molecule with the formula C4H3BrO.

Last column: natural (NBO) charge in e.
Positions of all 9 atoms, in Å:
Br 1.055 -4.043 1.089  -0.096
O 0.499 0.815 2.939  -0.396
C 0.490 0.107 2.065  0.735
C 0.208 -1.881 0.763  -0.058
C 0.880 -0.504 1.063  -0.409
C 0.014 -0.657 -0.067  -0.402
H -1.010 -0.336 0.008  0.208
H 0.352 -0.844 -1.037  0.232
H -0.732 -1.946 1.278  0.186

Properties
Highest occupied orbital energy (eV): -9.87
Energy relative to the best compared isomer or geometry (same formula, charge and spin) (kcal per mole): 80.8
SMILES: O=C=C1C[C@H]1Br
Calculated total energy (hartree): -2803.2897

[5]
ORCA calculation (ωB97M-V/def2-TZVPD) on C37H32BrFN5Sn as an isolated structure.

Last column: natural (NBO) charge in e.
Positions of all 77 atoms, in Å:
Sn -0.372 -0.647 -0.336  1.122
Br 0.065 -1.170 -4.070  0.098
F 4.870 -4.347 3.710  -0.339
N -2.036 -0.743 -1.753  -0.854
N -1.538 2.476 -1.423  -0.674
N 0.482 1.541 1.194  -0.467
N -2.200 1.013 0.974  -0.484
N -0.961 -2.060 2.464  -0.456
C 3.255 2.904 -2.520  -0.272
C 2.347 3.030 1.194  -0.254
C 1.918 -2.936 2.172  -0.167
C -2.744 1.656 -1.406  -0.083
C 2.783 -0.935 -4.098  -0.304
C -2.426 -0.097 1.907  -0.253
C 0.912 3.092 -2.084  -0.305
C 1.513 4.084 1.535  -0.177
C -3.245 1.164 -0.045  -0.232
C -3.347 -1.578 -3.574  -0.446
C 1.403 -2.179 3.224  -0.042
C -2.317 -4.020 2.600  -0.376
C -0.324 2.553 1.496  0.207
C 3.726 -3.634 3.552  0.380
C -1.330 -3.235 3.062  0.054
C 4.164 0.875 -3.443  -0.207
C -2.002 0.596 -2.307  0.166
C 1.783 1.779 1.028  0.067
C 3.084 -3.667 2.328  -0.278
C -1.806 2.244 1.633  -0.256
C -0.693 1.339 -1.865  -0.256
C -3.144 -0.336 -4.285  -0.215
C 2.071 -2.182 4.439  -0.189
C -1.777 -1.399 1.411  -0.336
C 1.718 0.997 -2.987  -0.166
C 0.606 1.761 -2.402  0.072
C 0.158 3.848 1.676  -0.220
C 4.059 -0.368 -3.980  -0.214
C 1.673 -0.278 -3.630  0.060
C 0.161 -1.340 3.020  -0.233
C -2.715 -1.718 -2.373  0.061
C 3.030 1.581 -2.970  -0.033
C 3.244 -2.907 4.617  -0.294
C 2.186 3.655 -2.136  -0.194
C -2.791 -2.357 0.900  -0.211
C -3.041 -3.563 1.424  -0.244
C -2.448 0.667 -3.735  -0.261
H -3.504 -0.213 2.102  0.184
H -1.959 0.167 2.859  0.198
H 3.499 -4.250 1.518  0.228
H -0.532 4.651 1.905  0.205
H 0.104 3.726 -1.757  0.220
H -2.185 1.559 -4.292  0.205
H 1.673 -1.605 5.266  0.206
H -3.687 0.179 -0.206  0.229
H 3.405 3.175 1.028  0.223
H -1.266 2.912 -0.555  0.343
H 3.775 -2.915 5.559  0.220
H -3.381 -2.012 0.060  0.213
H 1.398 -2.937 1.223  0.248
H -4.045 1.824 0.330  0.169
H -3.863 -2.413 -4.025  0.200
H -2.552 -4.950 3.094  0.204
H -0.091 -0.856 3.978  0.169
H 2.655 -1.895 -4.576  0.216
H -2.381 3.093 1.250  0.204
H 2.382 0.923 0.735  0.215
H -3.807 -4.193 0.987  0.198
H -0.740 -3.517 3.928  0.191
H 0.396 -0.529 2.329  0.252
H 5.125 1.372 -3.378  0.197
H 4.262 3.300 -2.538  0.193
H -2.036 2.188 2.707  0.202
H 4.927 -0.898 -4.352  0.203
H -3.580 2.129 -1.936  0.181
H -3.482 -0.257 -5.313  0.194
H -2.686 -2.688 -1.883  0.192
H 2.316 4.689 -1.836  0.195
H 1.910 5.084 1.654  0.210

Properties
Highest occupied orbital energy (eV): -2.64
Energy relative to the best compared isomer or geometry (same formula, charge and spin) (kcal per mole): 33.6
Net charge: -1
Calculated total energy (hartree): -4591.0207